(1)
C38H77N2O5 | ωB97M-V with the def2-TZVPD basis set

As for the net charge: 0. Its spin multiplicity is 2. The calculation puts the HOMO energy (alpha / beta) at -7.51 / -8.56 eV. Its expectation value of S² is 0.75. As for the orbital gap (alpha / beta): 0.3008 / 0.3394 hartree. For the LUMO energy (alpha / beta), the calculation gives 0.7 / 0.7 eV.

Structure (XYZ):
```
122
Properties=species:S:1:pos:R:3:forces:R:3
H 8.02538 0.42198 0.51870 0.01 0.21 0.20
C 0.45422 -0.49704 -0.06412 0.06 0.18 0.08
C -3.57530 -4.31543 8.55041 0.04 -0.02 -0.07
H -0.69561 2.85776 -6.61134 -0.03 0.03 0.00
C -4.13747 -3.52026 1.54657 0.05 -0.01 0.09
H -6.25085 -2.98992 6.74939 0.00 0.00 0.00
C -4.78907 -0.74213 -0.04437 -0.07 0.08 0.04
H -3.34282 -3.44551 9.16735 -0.03 0.00 0.02
N -6.22686 -2.22343 1.30528 0.61 -0.21 -0.51
H -2.15519 -1.41121 0.98948 0.07 0.06 0.04
H -4.69869 -2.95428 4.23934 -0.06 -0.13 -0.07
H -4.81671 -0.01460 -0.85817 0.03 0.02 0.03
H 10.41192 -2.11785 0.76300 0.00 0.00 0.00
C -4.19207 5.90949 0.29895 0.05 -0.08 0.14
H -4.23212 3.93628 1.90816 -0.02 -0.06 0.00
H -3.10004 -3.37433 1.85164 0.01 -0.02 -0.03
H 6.52467 -1.95159 4.39980 -0.01 0.03 0.02
C -7.07934 0.01760 0.81220 0.02 0.01 0.11
H -6.94578 -0.82289 -1.70682 0.05 -0.04 -0.03
C -3.94698 -0.23714 1.12998 0.11 0.06 0.03
H -4.81959 -0.48671 3.08213 -0.12 -0.04 -0.07
H 8.27173 -1.73176 4.52614 -0.05 -0.05 -0.04
H 2.29160 2.73854 -11.22259 -0.01 -0.03 -0.01
O -4.05264 -4.08598 6.23049 0.09 -0.03 0.09
H -4.31382 4.18683 -0.97959 -0.04 -0.02 0.02
H -8.11034 -0.32211 0.93082 0.00 0.03 -0.05
C -0.11568 3.05728 -5.70801 0.11 -0.05 0.08
H -2.97186 2.43589 0.47015 -0.03 -0.01 -0.11
H 4.34866 0.88508 1.62520 0.01 -0.03 -0.03
H 2.46859 0.36426 -8.24946 0.00 0.00 0.00
C -0.55446 0.45111 -0.71845 0.12 -0.21 -0.06
H 7.90341 -1.45279 1.84924 -0.13 -0.12 -0.03
C -4.04944 2.23586 0.59013 0.20 -0.05 -0.01
C 7.07353 -0.76293 2.03860 0.04 0.15 0.06
H 6.15085 -1.35451 2.03810 0.03 0.00 0.02
C 1.88838 -0.24526 -0.55913 0.05 -0.10 0.02
H -1.88036 0.23484 1.51727 -0.06 0.01 -0.03
C -0.51215 2.09350 -4.61892 -0.07 0.02 0.02
H -2.60838 1.88743 -5.04088 -0.01 0.03 -0.01
H 1.30647 0.18996 -9.58799 0.01 0.00 -0.03
H -4.42888 1.96952 -0.39908 -0.05 -0.05 0.03
H 7.19214 -0.75684 5.51534 0.02 -0.01 0.00
H 6.45108 0.55278 3.61871 0.01 -0.02 -0.03
H -7.05437 0.86456 0.12140 -0.03 -0.04 0.00
H -4.19117 -3.54082 0.45923 0.06 0.04 0.01
C -4.41638 -3.90022 7.36752 -0.05 0.01 0.02
H 12.72227 -0.74039 -1.93390 0.00 -0.03 -0.01
H -4.28892 -1.62459 -0.45014 -0.01 0.04 -0.06
H -2.23200 3.10616 -3.82644 -0.01 0.01 -0.03
H -7.89160 -2.00932 -0.80787 0.02 -0.08 0.00
C -2.43985 -0.37263 0.79344 -0.05 -0.20 -0.08
H 11.97699 -2.43075 -0.02769 0.00 -0.02 -0.03
C -1.96275 2.11225 -4.18978 0.04 -0.05 0.05
C 10.95982 -0.67042 -0.71336 0.00 -0.04 -0.01
C 11.67477 -0.44724 -2.02433 -0.03 0.08 0.02
O 10.41808 0.23336 -0.12259 0.02 0.01 0.00
H 3.60449 -1.25396 0.29261 -0.02 -0.01 0.12
C -6.23418 -1.13828 0.27165 -0.14 0.13 0.23
C 2.98308 -0.38275 0.51750 -0.01 -0.06 -0.02
C -5.52146 -2.88682 3.52736 -0.19 0.20 -0.03
C -6.88254 -1.65524 -1.00192 -0.07 0.08 -0.10
C 1.91122 2.20682 -9.18006 0.02 -0.05 -0.02
C 10.95352 -2.08286 -0.17907 -0.04 0.05 0.05
H -6.71151 0.37059 1.77190 0.02 0.00 0.00
H -5.74590 3.23224 1.36380 0.00 0.07 0.04
H -0.33524 4.08036 -5.39585 -0.04 0.00 -0.02
H 6.65129 -0.14780 -1.17854 0.00 -0.04 0.02
H -5.86278 4.73188 -0.34397 0.05 -0.03 -0.19
H -4.82731 6.43857 1.01282 0.04 0.04 -0.04
H 11.61043 0.60078 -2.30504 0.00 0.00 0.00
H 3.23784 1.74279 0.57103 0.01 0.00 0.10
H -5.57872 -2.33568 8.26436 -0.01 -0.02 0.03
H 4.49854 0.83458 -1.42630 0.00 0.00 0.01
H 0.60023 2.40454 -10.86636 0.02 -0.02 -0.02
H 5.64311 -1.05505 -0.05885 0.08 -0.01 -0.17
H -6.01958 -3.85054 3.43394 0.09 -0.03 0.05
H -0.27183 0.56404 -1.76874 -0.08 0.11 0.01
H 8.19448 0.41930 3.43543 -0.08 0.09 0.00
H -2.65373 -4.77600 8.20414 0.00 0.00 0.00
H -4.12823 -5.02152 9.17252 -0.01 0.02 0.02
C 7.31352 -1.20687 4.52895 0.05 0.03 0.02
O 2.00553 2.83030 -8.14938 0.01 0.03 -0.05
H -6.30453 -2.46207 -1.45320 -0.04 -0.02 0.02
H 2.10049 -0.93589 -1.37789 -0.04 0.12 -0.11
H -4.44972 -4.49794 1.91045 -0.06 0.00 -0.10
O -6.84729 -3.30135 1.02874 -0.28 0.02 0.21
H 0.94192 2.96048 -5.93556 -0.03 0.00 -0.01
H -2.64270 0.73388 -1.06587 -0.05 -0.01 -0.07
C 2.19104 0.72451 -9.23669 0.01 0.02 0.08
C 1.50704 2.86948 -10.47521 0.00 0.06 0.06
C -4.81492 4.56918 -0.08474 0.06 0.11 0.13
C -5.73961 -3.24072 7.67557 0.01 0.00 -0.08
H 1.33348 3.92951 -10.30900 0.00 0.00 0.00
H 0.15291 -1.53112 -0.26088 0.06 -0.02 0.04
H -6.25610 -2.16809 3.90073 0.05 0.01 0.08
H -4.03080 6.54934 -0.56939 -0.08 0.04 0.03
N -4.31994 1.14456 1.51606 0.11 -0.05 -0.04
O 0.28166 1.33931 -4.10654 0.03 -0.01 -0.03
H 1.93374 0.75918 -0.99297 0.02 -0.02 0.03
C -1.99765 -0.03282 -0.63710 0.04 0.09 0.11
H 2.52201 -0.58391 1.48887 -0.02 0.01 -0.04
H 10.48081 -2.75315 -0.89930 0.03 -0.01 -0.01
H -6.36296 -3.91241 8.26856 0.01 0.01 0.03
H -2.12502 1.37848 -3.40323 0.00 0.00 -0.01
C 7.26300 -0.15561 3.42418 0.10 -0.07 0.03
H 6.70656 1.24730 1.34874 0.04 -0.02 0.00
C 6.08252 -0.07019 -0.24933 -0.04 0.00 0.11
H -3.84141 1.34768 2.39071 -0.12 -0.02 -0.03
C 4.95777 0.94699 -0.43889 -0.04 0.05 0.04
C 7.02090 0.28860 0.92293 -0.01 -0.20 -0.23
H 11.22620 -1.06514 -2.80432 0.02 -0.03 0.00
H 2.99848 0.52298 -9.94298 -0.02 -0.01 -0.03
H -2.09119 -0.92138 -1.27009 -0.11 0.03 0.01
H 5.39870 1.94852 -0.40179 -0.03 0.00 -0.13
H 0.43404 -0.36431 1.02208 -0.10 -0.07 -0.02
H -3.33022 -1.38141 2.87272 -0.05 0.10 0.05
H -0.47065 1.43832 -0.24823 0.03 0.01 -0.05
C -4.26204 -1.10211 2.37166 -0.04 0.02 0.08
H -3.22559 5.75485 0.78589 0.02 0.02 -0.08
C -4.74386 3.51676 1.03545 -0.15 -0.08 -0.01
C 3.87485 0.85461 0.63748 0.01 0.05 0.01
C -5.02494 -2.41927 2.16237 0.01 0.04 0.12
```
Positions in Å, forces in eV/Å.

(2)
C38H78Al2BrClF10N3O11S3Si | ωB97M-V with the def2-TZVPD basis set

As for the net charge: +1. Its spin multiplicity is 1. The calculation puts the HOMO energy at -10.10 eV. As for the orbital gap: 0.1181 hartree. For the LUMO energy, the calculation gives -6.9 eV.

Structure (XYZ):
```
148
Properties=species:S:1:pos:R:3:forces:R:3
C -2.17388 -0.35718 -3.66435 -0.65 -0.30 0.44
H 3.66891 5.31949 1.46196 0.05 0.37 -0.39
H 0.19452 6.70106 1.33704 -0.04 -0.13 -0.12
H -4.20360 2.72526 -1.74263 0.70 0.38 0.82
H 0.73808 7.29382 3.83849 0.07 -0.01 0.06
H -3.15221 -1.51793 -2.10119 -0.12 0.05 -0.16
C 3.70036 3.27890 -0.69893 -0.38 -1.16 0.02
H -0.34402 -1.67505 -1.30853 -0.04 -0.10 0.13
H -1.89109 -2.38592 -2.91985 0.01 0.03 -0.16
H 2.18427 5.94657 0.65227 0.24 -0.04 -0.19
H 5.45635 -0.86694 9.39491 0.06 -0.19 -0.04
O -5.68114 -0.03529 -6.38865 -0.10 0.08 0.32
H 4.62147 3.83148 -0.50296 -0.10 0.31 -0.29
C 2.34079 6.26818 2.81855 -0.06 -0.42 0.18
H -0.44110 -0.48465 2.96056 -0.09 0.06 0.25
C -2.15749 -1.40262 -2.53999 0.57 0.12 0.24
C 0.91889 1.90833 4.64128 -0.52 0.02 0.13
H 5.46747 0.20939 7.98617 0.01 0.00 0.00
H 4.33724 1.27245 -1.13055 0.03 -0.16 -0.23
H 2.01959 1.53921 0.59186 0.06 -0.10 -0.05
Al -2.42021 -0.28864 -10.50548 -0.08 0.07 -0.44
H -0.19626 2.63860 6.31659 -0.04 -0.05 0.06
C -1.93562 -0.81761 -0.07691 0.77 0.50 0.31
H 4.62338 2.41901 -2.46926 0.04 -0.12 -0.06
H -2.89981 -0.64893 -4.42533 0.24 -0.15 -0.22
O -1.90492 -8.71880 -3.84246 0.37 0.07 0.29
H -0.58463 5.44289 2.11305 0.13 -0.09 -0.23
H 1.96009 3.86355 2.79815 -0.24 -0.18 -0.04
H -1.55812 3.55505 4.72747 -0.04 0.03 0.04
H 2.11851 3.01105 6.05214 -0.10 -0.14 0.23
C 8.25801 -0.69430 9.86807 0.13 0.20 0.00
O -1.89041 -4.87308 -2.47426 -0.24 -0.46 0.25
C 1.06742 -3.61368 2.94179 0.03 0.07 0.06
H 5.85549 3.68353 5.36208 -0.12 -2.60 0.73
C 2.22688 -4.16062 3.73642 -0.01 0.22 0.09
O -4.92781 2.26022 -6.72613 -0.21 0.03 0.45
H -0.54180 0.97946 5.95811 -0.05 -0.11 -0.18
N -0.14412 6.34016 2.21356 -0.21 0.42 0.39
H -0.02535 -0.28972 0.69166 0.11 0.08 0.29
F -7.82096 3.01201 -7.00525 0.19 -0.08 0.08
C -4.11966 1.23238 -3.44448 1.15 0.69 0.92
H 6.30679 -1.34927 7.89817 -0.05 -0.12 0.13
F -4.01642 -3.32247 -3.93117 0.32 -0.16 0.02
H -2.34236 2.71828 2.75268 0.11 0.09 -0.03
C -3.69658 -9.29603 -2.04235 -1.08 -0.26 0.48
H 3.53572 3.34852 4.16615 -0.29 0.02 -0.14
Cl -3.14674 3.83825 -2.09649 -0.98 -0.58 1.19
H -4.05712 -2.35758 -6.29173 0.05 0.14 -0.03
S -2.45498 -8.10929 -2.67465 -1.38 -0.30 -1.38
C -1.06266 -3.64129 -9.04003 0.18 -0.01 -0.31
H -2.97001 -3.73833 -6.52178 0.08 0.01 -0.06
F -5.18095 -5.09805 -4.30668 0.37 -0.12 -0.10
F -7.45495 2.01892 -5.11638 0.18 -0.02 0.11
H 4.66861 1.03334 1.58361 0.21 0.20 -0.15
H 0.83298 2.67199 3.86537 0.12 0.07 0.07
H -1.50749 -0.94900 -8.82872 -0.26 -0.31 1.54
H 4.20643 0.48771 3.73214 -0.11 -0.18 0.08
H 6.81228 4.28041 4.00955 -0.60 -0.27 -0.20
C -1.69574 1.99742 3.26410 -1.00 -0.11 -0.14
H 2.97956 1.86476 -2.13901 -0.05 -0.19 0.13
H -0.01054 -0.51381 -8.54054 0.11 -0.02 -0.12
C 1.95994 4.03548 1.72226 0.61 0.42 -0.32
H -2.49268 1.10743 -2.06679 0.19 -0.08 -0.02
C 2.20835 2.11966 5.42822 0.32 0.01 -0.64
H -2.49402 2.15351 5.25978 -0.12 0.17 -0.05
C 7.30984 0.15269 9.05532 0.03 0.08 -0.02
F -8.48352 0.98244 -6.71374 0.18 -0.05 0.06
C 2.58669 5.45381 1.53284 -0.29 -0.55 1.12
C -0.36197 1.94680 5.48347 0.17 0.41 0.35
H -0.80416 -3.40196 -6.31715 -0.01 -0.08 -0.13
H 2.61767 -3.38166 4.38695 -0.02 0.01 -0.01
H 0.62069 5.56659 3.97599 0.05 -0.08 -0.07
C -2.33934 0.60402 3.06234 0.53 0.11 -0.54
Si 2.96083 2.63829 0.94173 -0.38 0.41 0.29
H 0.93096 4.04382 1.36847 -0.05 -0.20 0.05
H -0.14068 -1.77701 -6.26297 -0.05 0.06 -0.02
C 0.38756 -4.55354 1.97503 -0.16 0.19 -0.07
C -0.37099 -2.52432 -8.26469 -0.37 -0.62 -0.02
H -0.74803 2.01501 2.72442 0.11 0.16 0.22
H -1.19477 -0.31347 -4.13869 0.04 0.10 0.01
C 3.44810 2.32281 4.52880 0.38 -0.40 1.22
O -1.49632 -7.97163 -1.54807 0.83 -0.44 1.05
O -2.11242 -1.83345 -6.65068 0.11 -0.17 -0.26
C 3.57455 1.30672 3.39018 0.65 0.56 -0.39
H 3.02028 -4.48813 3.06255 -0.04 -0.17 0.03
H 4.36122 2.21134 5.25853 -2.03 0.21 -1.47
C -2.62211 1.02524 -3.15014 0.11 -0.42 -0.25
H -4.23531 1.30261 -4.52906 -0.41 0.06 -0.13
C -1.37525 -0.39842 2.41531 -0.21 0.19 -0.20
H -3.16375 0.71555 2.35069 -0.26 -0.08 0.25
H 2.81163 7.25222 2.78805 -0.11 0.08 -0.26
C -4.27813 -4.55105 -3.48852 -1.41 0.12 0.16
H -3.50113 -2.74256 -7.91342 -0.04 -0.11 0.02
H -0.53098 -3.84066 -9.97164 0.02 0.03 0.01
C -3.20695 -2.72693 -6.86058 -0.24 0.14 0.08
H -0.77105 -0.01316 -1.67067 0.26 -0.07 0.11
F 2.72870 4.10835 -1.30178 0.21 0.47 0.07
F -4.28642 -8.83197 -0.93784 0.32 0.01 -0.05
N -0.55411 -1.25205 -8.98646 0.12 0.51 -0.54
Br 6.25875 1.42091 5.28252 0.94 1.51 0.27
H -1.99957 1.78947 -3.61473 -0.26 0.22 -0.07
S -5.87984 1.21818 -7.09078 0.88 -0.25 -0.59
C -4.69859 2.53461 -2.86786 0.33 -0.91 -3.92
C 6.05136 -0.51297 8.55129 -0.05 0.26 -0.05
H -2.83055 -0.20538 -0.23132 -0.22 -0.32 -0.18
H -2.09129 -3.39031 -9.30518 -0.03 -0.01 0.11
H 2.62823 0.86963 3.07293 -0.14 0.02 0.31
F -3.10599 -10.46143 -1.74108 0.31 0.24 -0.04
N -3.41229 -6.89670 -2.88456 1.23 -0.33 0.38
F -4.63456 -9.51796 -2.94727 0.33 0.07 -0.10
O 0.69544 -2.47148 3.07102 0.13 -0.14 -0.03
H 0.69764 -2.74865 -8.25787 0.03 0.16 0.02
O -2.26268 -5.58638 -4.77137 -0.24 -0.37 0.06
C 4.24297 1.89503 2.11162 -0.27 -0.40 0.05
H -5.79144 2.42364 -2.74817 0.11 1.13 1.56
H 0.92580 0.95236 4.11600 0.17 0.01 -0.06
H 2.87432 5.72949 3.60802 0.08 0.15 0.07
O -6.07551 1.08294 -8.51840 -0.14 0.04 0.12
C -1.06011 -0.05497 0.95137 -0.30 -0.60 -0.41
C -1.18647 -0.99109 -1.40077 -0.93 0.42 -0.40
H 1.89651 -4.99981 4.35065 0.08 -0.11 -0.11
H -4.53349 3.36111 -3.56030 -0.79 -0.47 -0.65
O 5.26929 5.47580 4.61079 -0.03 -1.00 0.53
H -2.24577 -1.79372 0.30015 -0.08 0.01 0.06
H -4.64539 0.38106 -3.01594 -0.24 0.08 -0.04
H 1.10223 -4.89737 1.22494 0.01 -0.14 0.07
H 9.11464 -0.09345 10.16425 -0.01 0.02 -0.01
H 2.40399 1.24687 6.05682 -0.14 0.09 0.22
H -0.42485 -4.03169 1.47304 0.01 0.01 0.00
H 7.75662 -1.06011 10.76541 -0.01 -0.16 -0.07
H 6.97789 4.98253 5.62128 -0.66 -0.21 0.74
C -0.83813 -2.42268 -6.80637 0.09 0.29 0.25
C -7.49175 1.83737 -6.45518 -0.44 0.14 -0.25
C 6.22466 4.67809 4.85973 2.04 2.26 -1.83
S -2.74107 -5.54510 -3.41812 0.38 1.35 -0.48
H -2.74151 0.22219 4.00090 -0.02 -0.04 0.01
Al -0.28931 -9.15742 -0.43108 -0.58 0.59 -0.59
O 7.54629 1.31324 8.81860 -0.01 0.04 0.01
C -1.59796 2.46354 4.72019 0.71 -0.34 -0.19
F -4.86017 -4.44605 -2.28871 0.42 -0.03 0.02
H -1.20960 1.00925 0.74045 0.24 0.08 0.16
H -1.07759 -4.56502 -8.46364 -0.06 0.02 0.04
H 8.60857 -1.53907 9.27289 -0.11 -0.11 0.09
C 3.93163 2.12275 -1.68103 0.38 0.63 0.36
H -1.84000 -1.38616 2.41134 0.14 -0.10 0.21
H -0.02262 -5.40933 2.51440 0.12 -0.09 -0.04
C 0.86188 6.36644 3.27372 0.07 0.20 -0.26
H 5.06711 2.55977 2.38013 0.02 0.04 -0.07
```
Positions in Å, forces in eV/Å.

Per-record calculated total energy, eV: -53871.328, -230961.664
Per-record max |F|, eV/Å: 0.83, 4.04